(P)
Entry from OMol25: 2 unconnected molecules or ions with the total composition C4H9S (ωB97M-V with the def2-TZVPD basis set).

Values from the calculation:
M: 89.18 g mol⁻¹
HOMO-LUMO gap: 5.95 eV
charge: -1

Structure (XYZ):
```
14
C4H9S | OMol25 | ωB97M-V with the def2-TZVPD basis set
C -3.046 0.585 0.409
S -1.619 -0.245 1.246
H -2.886 1.662 0.339
H -3.096 0.208 -0.612
H -3.959 0.339 0.947
C 1.240 -0.646 -1.480
C 2.632 -0.133 -1.263
C 3.038 0.568 -0.214
H 1.213 -1.598 -1.997
H 0.719 -0.720 -0.514
H 0.605 0.102 -1.952
H 3.383 -0.647 -1.872
H 4.009 1.027 -0.105
H 2.267 0.813 0.512
```

---

(Q)
Entry from OMol25: 2 unconnected molecules or ions with the total composition C4H9S (ωB97M-V with the def2-TZVPD basis set).

Values from the calculation:
M: 89.18 g mol⁻¹
HOMO-LUMO gap: 6.64 eV
charge: -1

Structure (XYZ):
```
14
C4H9S | OMol25 | ωB97M-V with the def2-TZVPD basis set
S 1.585 1.272 2.116
H 2.231 1.454 3.280
C -1.342 -0.101 0.507
C -0.402 -0.185 -0.656
C -0.569 0.535 -1.762
C 0.842 -0.974 -0.432
H -1.669 -1.098 0.814
H -2.197 0.528 0.266
H -0.828 0.337 1.367
H 0.152 0.501 -2.572
H -1.339 1.286 -1.888
H 1.508 -0.944 -1.286
H 0.624 -2.019 -0.180
H 1.405 -0.593 0.427
```

---

Stability, lowest: (P)

---

(P)
Entry from OMol25: a molecular structure, C4H5Br3O (ωB97M-V with the def2-TZVPD basis set).

Values from the calculation:
M: 308.79 g mol⁻¹
HOMO-LUMO gap: 8.43 eV
charge: 0

Structure (XYZ):
```
13
C4H5Br3O | OMol25 | ωB97M-V with the def2-TZVPD basis set
C -1.051 -0.558 -0.051
C 1.843 -0.784 -0.288
C -1.869 0.547 0.392
C 0.964 0.436 -0.051
O -1.163 -1.704 -0.204
Br -3.803 0.369 -0.121
Br 1.292 1.403 1.557
Br 0.842 1.565 -1.599
H 1.597 -1.491 0.495
H 1.626 -1.124 -1.270
H 2.839 -0.656 -0.404
H -1.744 0.564 1.472
H -1.374 1.433 0.072
```

---

(Q)
Entry from OMol25: a molecular structure, C4H5Br3O (ωB97M-V with the def2-TZVPD basis set).

Values from the calculation:
M: 308.79 g mol⁻¹
HOMO-LUMO gap (spin up / spin down): 7.21 / 8.29 eV
charge: 0

Structure (XYZ):
```
13
C4H5Br3O | OMol25 | ωB97M-V with the def2-TZVPD basis set
C 0.026 -2.132 0.056
C 0.104 0.728 0.291
C -1.325 0.605 0.640
C -2.099 -0.540 0.133
O 0.736 -2.649 0.824
Br -2.160 2.477 0.202
Br -3.618 -1.342 1.014
Br -2.275 -0.686 -1.770
H -0.080 -2.215 -0.958
H 0.660 -0.301 0.485
H 0.204 1.181 -0.689
H 0.559 1.609 0.869
H -1.471 0.736 1.700
```

---

Stability, lowest: (Q)

---

(P)
Entry from OMol25: 8 unconnected molecules or ions with the total composition C28H78N6O8 (ωB97M-V with the def2-TZVPD basis set).

Values from the calculation:
M: 626.97 g mol⁻¹
structure (SMILES): COC[C@H](C)N.COC[C@H](C)N.COC[C@H](C)N.COC[C@H](C)N.COC[C@H](C)N.COC[C@H](C)N.CCO.CCO
HOMO-LUMO gap: 9.04 eV
charge: 0

Structure (XYZ):
```
120
C28H78N6O8 | OMol25 | ωB97M-V with the def2-TZVPD basis set
C 4.133 -10.879 13.587
O 3.644 -10.914 14.854
C 4.535 -11.688 15.652
C 3.826 -11.887 16.994
C 3.783 -10.557 17.857
N 4.530 -12.772 17.953
H 3.865 -9.970 13.050
H 3.744 -11.760 13.077
H 5.189 -10.667 13.421
H 4.689 -12.666 15.195
H 5.514 -11.228 15.786
H 2.822 -12.272 16.814
H 3.028 -9.915 17.403
H 4.671 -9.928 17.793
H 3.598 -10.723 18.918
H 5.258 -12.278 18.451
H 4.821 -13.666 17.585
C 0.894 -8.842 13.672
O 1.790 -7.751 13.271
C 1.678 -6.645 14.203
C 2.519 -5.490 13.500
C 3.962 -5.888 13.408
N 2.350 -4.211 14.096
H -0.080 -8.856 13.184
H 0.847 -8.895 14.760
H 1.408 -9.687 13.214
H 0.631 -6.440 14.430
H 2.085 -6.884 15.185
H 2.157 -5.381 12.477
H 4.715 -5.164 13.097
H 4.078 -6.759 12.764
H 4.251 -6.042 14.447
H 2.886 -4.076 14.941
H 1.376 -3.960 14.188
C 4.705 -6.380 10.052
O 5.982 -6.030 10.644
C 6.969 -7.071 10.837
C 8.251 -6.512 11.412
C 8.067 -5.591 12.543
N 8.892 -5.750 10.274
H 4.368 -7.318 10.494
H 4.836 -6.670 9.010
H 3.953 -5.618 10.254
H 6.459 -7.643 11.612
H 7.263 -7.605 9.933
H 8.955 -7.334 11.537
H 7.570 -6.089 13.376
H 7.515 -4.702 12.236
H 8.984 -5.235 13.012
H 8.228 -4.995 10.170
H 8.789 -6.290 9.427
C 9.951 -7.090 19.456
O 9.494 -8.102 18.552
C 10.117 -9.445 18.842
C 9.547 -10.602 18.048
C 8.037 -10.864 18.342
N 10.264 -11.821 18.450
H 9.711 -6.170 18.924
H 11.026 -7.044 19.626
H 9.457 -7.189 20.422
H 11.134 -9.255 18.499
H 10.211 -9.631 19.912
H 9.630 -10.525 16.964
H 7.603 -9.886 18.551
H 7.686 -11.497 19.156
H 7.591 -11.235 17.419
H 9.596 -12.578 18.475
H 10.672 -11.753 19.372
C 0.561 -4.954 20.768
O 1.012 -5.830 19.828
C 2.245 -5.386 19.366
C 2.028 -4.126 18.487
C 0.780 -4.323 17.643
N 3.105 -4.017 17.619
H 0.695 -5.324 21.785
H -0.520 -4.939 20.632
H 1.005 -3.959 20.744
H 2.930 -5.069 20.153
H 2.772 -6.177 18.833
H 1.925 -3.230 19.099
H 0.559 -5.386 17.554
H 0.863 -3.910 16.638
H -0.167 -3.955 18.037
H 4.001 -4.357 17.937
H 3.192 -3.011 17.618
C 6.547 -0.918 22.376
O 6.671 -2.323 21.930
C 6.046 -2.652 20.580
C 6.354 -4.140 20.239
C 7.715 -4.592 20.698
N 6.212 -4.323 18.816
H 6.981 -0.881 23.376
H 5.525 -0.572 22.530
H 7.016 -0.255 21.649
H 4.994 -2.513 20.333
H 6.601 -1.965 19.941
H 5.614 -4.588 20.902
H 7.906 -4.546 21.770
H 8.462 -3.906 20.299
H 8.040 -5.590 20.403
H 7.017 -4.016 18.287
H 6.419 -5.310 18.768
C 5.886 -8.087 16.153
C 5.924 -6.955 17.179
O 7.367 -6.664 17.312
H 6.431 -7.855 15.238
H 4.826 -8.240 15.945
H 6.304 -9.036 16.488
H 5.524 -7.247 18.150
H 5.343 -6.088 16.866
H 7.821 -7.476 17.549
C 8.527 -2.544 15.602
C 8.001 -3.958 16.084
O 8.874 -4.448 17.045
H 9.603 -2.713 15.561
H 8.282 -1.759 16.318
H 8.137 -2.305 14.613
H 7.946 -4.706 15.293
H 7.024 -3.786 16.534
H 8.992 -5.374 16.821
```

---

(Q)
Entry from OMol25: 8 unconnected molecules or ions with the total composition C28H78N6O8 (ωB97M-V with the def2-TZVPD basis set).

Values from the calculation:
M: 626.97 g mol⁻¹
structure (SMILES): COC[C@H](C)N.COC[C@H](C)N.COC[C@H](C)N.COC[C@H](C)N.COC[C@H](C)N.COC[C@H](C)N.CCO.CCO
HOMO-LUMO gap: 9.05 eV
charge: 0

Structure (XYZ):
```
120
C28H78N6O8 | OMol25 | ωB97M-V with the def2-TZVPD basis set
C 13.779 3.741 10.200
O 13.322 4.888 10.908
C 13.176 6.038 10.109
C 14.484 6.706 9.740
C 15.317 7.141 10.932
N 14.181 7.923 8.938
H 13.070 3.485 9.406
H 13.790 2.931 10.925
H 14.783 3.900 9.804
H 12.686 5.776 9.156
H 12.537 6.722 10.671
H 15.032 6.057 9.052
H 16.177 7.693 10.532
H 15.834 6.286 11.373
H 14.759 7.754 11.633
H 13.833 8.665 9.537
H 13.390 7.735 8.321
C 6.374 10.143 6.583
O 6.583 11.054 7.637
C 6.844 10.381 8.841
C 7.376 11.288 9.903
C 8.756 11.831 9.567
N 7.389 10.518 11.159
H 6.092 10.723 5.704
H 5.574 9.424 6.789
H 7.312 9.628 6.342
H 5.906 9.887 9.166
H 7.529 9.522 8.758
H 6.727 12.159 10.071
H 8.669 12.713 8.940
H 9.419 11.045 9.198
H 9.258 12.142 10.491
H 7.727 11.074 11.929
H 6.479 10.119 11.336
C 6.525 6.268 8.496
O 5.827 5.769 7.390
C 6.665 5.373 6.337
C 5.837 4.671 5.284
C 6.735 4.148 4.151
N 4.736 5.468 4.747
H 6.877 7.296 8.350
H 7.392 5.644 8.751
H 5.856 6.281 9.357
H 7.130 6.265 5.867
H 7.522 4.772 6.668
H 5.430 3.763 5.743
H 7.775 3.999 4.441
H 6.724 4.778 3.258
H 6.349 3.184 3.813
H 4.470 6.165 5.438
H 5.089 6.026 3.973
C 13.024 9.916 4.607
O 13.451 8.668 4.148
C 14.077 7.877 5.141
C 15.412 8.428 5.613
C 16.362 8.651 4.454
N 16.015 7.461 6.545
H 12.258 9.843 5.390
H 12.592 10.451 3.761
H 13.850 10.533 4.982
H 13.366 7.725 5.966
H 14.278 6.924 4.640
H 15.231 9.398 6.101
H 17.384 8.788 4.812
H 16.108 9.480 3.791
H 16.353 7.785 3.780
H 15.395 7.400 7.354
H 16.851 7.916 6.904
C 13.498 15.330 6.624
O 13.697 14.038 7.166
C 14.041 13.998 8.533
C 13.496 12.716 9.137
C 14.243 11.495 8.599
N 12.044 12.601 8.878
H 12.448 15.626 6.581
H 13.916 15.346 5.618
H 14.054 16.058 7.224
H 15.135 13.945 8.608
H 13.672 14.858 9.099
H 13.604 12.729 10.228
H 15.316 11.483 8.806
H 14.088 11.492 7.516
H 13.843 10.559 8.981
H 11.803 11.617 8.896
H 11.874 12.975 7.953
C 13.383 3.871 4.749
O 14.298 3.059 5.418
C 15.363 3.801 6.001
C 16.496 4.107 5.047
C 17.184 2.875 4.526
N 17.432 4.937 5.817
H 12.923 4.634 5.385
H 12.633 3.215 4.298
H 13.805 4.372 3.862
H 14.966 4.732 6.432
H 15.722 3.210 6.847
H 16.087 4.688 4.205
H 16.613 2.380 3.739
H 17.433 2.147 5.301
H 18.158 3.131 4.094
H 16.962 5.834 5.985
H 18.273 5.147 5.292
C 11.969 9.888 13.132
C 11.813 10.485 11.757
O 11.564 9.461 10.762
H 12.672 9.057 13.170
H 11.017 9.433 13.445
H 12.158 10.673 13.864
H 12.717 10.998 11.436
H 10.963 11.163 11.667
H 10.945 8.815 11.119
C 10.447 6.722 7.228
C 10.294 8.238 7.184
O 11.388 8.888 7.818
H 9.639 6.282 6.637
H 10.404 6.356 8.255
H 11.381 6.432 6.745
H 9.340 8.548 7.618
H 10.351 8.550 6.140
H 11.348 8.757 8.774
```

---

Stability, lowest: (P)

---

(P)
Entry from OMol25: a single C4H7NSi molecule (ωB97M-V with the def2-TZVPD basis set).

Values from the calculation:
M: 97.19 g mol⁻¹
structure (SMILES): C#C/C=C/[SiH2]N
HOMO-LUMO gap: 9.20 eV
charge: 0

Structure (XYZ):
```
13
C4H7NSi | OMol25 | ωB97M-V with the def2-TZVPD basis set
C -3.400 -0.498 -0.053
C -2.380 0.100 -0.108
C -1.219 0.862 -0.269
C -0.143 0.377 0.522
Si 1.697 0.602 0.083
N 2.362 -1.013 -0.314
H -4.320 -0.903 0.207
H -1.194 1.638 -0.939
H -0.427 -0.457 1.167
H 2.690 1.072 0.996
H 1.630 1.403 -1.015
H 1.766 -1.642 -0.756
H 2.938 -1.542 0.477
```

---

(Q)
Entry from OMol25: a single C4H7NSi molecule (ωB97M-V with the def2-TZVPD basis set).

Values from the calculation:
M: 97.19 g mol⁻¹
structure (SMILES): C#C/C=C/[SiH2]N
HOMO-LUMO gap: 8.40 eV
charge: 0

Structure (XYZ):
```
13
C4H7NSi | OMol25 | ωB97M-V with the def2-TZVPD basis set
C -0.322 -0.496 4.053
C -0.118 -0.438 2.851
C 0.140 0.042 1.550
C -0.006 -0.975 0.392
Si 0.445 -0.145 -1.276
N -0.897 0.651 -2.030
H -0.818 -0.769 4.934
H 0.047 1.097 1.346
H -0.075 -2.020 0.648
H 0.806 -1.089 -2.331
H 1.497 0.666 -0.638
H -0.914 1.507 -2.590
H -1.827 0.686 -1.495
```

---

Stability, lowest: (Q)